Entry 1:
C18H18ClF16N2O2 | ωB97M-V/def2-TZVPD

Its molar mass is 633.8 g mol⁻¹. As for the charge: +1. As for the frontier orbital gap: 7.482 eV. Its multiplicity is 1.

Atoms and positions in Å:
C  4.708714  0.163395  -0.898604
C  3.910405  1.528703  -1.252015
C  4.510064  2.364879  -2.485720
N  2.788996  1.903941  -0.564908
N  1.749867  1.285294  -1.277372
C  1.186475  1.873113  -2.475786
C  0.074840  1.196853  -3.304944
C  -0.451676  -0.183796  -2.816993
Cl  -1.721258  -1.038586  -3.789196
C  0.141087  -0.772281  -1.511273
C  1.270715  0.020787  -0.764218
H  5.082585  -0.233474  -1.911218
H  5.548452  0.327247  -0.140429
H  3.983380  -0.629347  -0.490332
H  3.908159  2.007386  -3.411615
H  5.619700  2.178813  -2.670877
H  4.322185  3.487187  -2.389219
H  1.616875  2.870882  -2.814051
H  -0.302676  1.743397  -4.237677
H  -0.197120  -1.760525  -1.052855
H  1.749080  -0.383864  0.183519
C  -5.928891  -0.986470  -2.409918
C  -6.347299  0.143489  -3.375575
C  -5.905538  1.554872  -2.986714
F  -6.412044  1.953667  -1.806638
F  -6.337836  2.453239  -3.907461
F  -7.685598  0.086706  -3.565220
F  -5.785025  -0.146207  -4.587904
O  -6.906561  -1.422843  -1.456235
C  -7.014424  -0.684084  -0.254911
C  -8.372690  0.011676  -0.107939
F  -8.616409  0.851964  -1.136664
F  -8.409050  0.757413  1.022459
F  -5.971827  0.164083  -0.153789
F  -6.860654  -1.580952  0.745983
H  -5.759192  -1.868801  -3.034467
H  -4.960329  -0.795158  -1.939507
H  -4.814030  1.627470  -2.937730
H  -9.183605  -0.718731  -0.069983
C  3.916254  0.381310  4.236846
C  5.021524  -0.327129  5.050022
C  6.064342  -1.094129  4.236159
F  5.527416  -2.091919  3.507552
F  6.970819  -1.673157  5.060862
F  4.441843  -1.124959  5.976815
F  5.677923  0.643218  5.750215
O  2.658494  -0.300451  4.107319
C  2.541353  -1.259669  3.078487
C  2.327227  -2.680393  3.613385
F  3.333338  -3.063576  4.424553
F  2.284122  -3.573914  2.593866
F  3.600088  -1.159571  2.247877
F  1.459930  -0.887581  2.345824
H  3.665402  1.286928  4.796969
H  4.279486  0.748236  3.273054
H  6.608093  -0.425447  3.560849
H  1.394504  -2.749134  4.177342

Cartesian forces (eV/Å) of the 3 atoms listed first:
-1.255 0.380 -1.023
1.474 -0.193 -0.034
-0.409 -0.175 0.635

Entry 2:
C18H18ClFN2O2 | ωB97M-V/def2-TZVPD

Its molar mass is 348.8 g mol⁻¹. As for the frontier orbital gap: 8.777 eV. Its multiplicity is 1.

Atoms and positions in Å:
O  -2.663129  -2.775803  -0.494857
C  -2.207904  -2.029139  0.304678
N  -0.918437  -1.809732  0.663116
C  -0.472641  -1.072603  1.686117
H  -1.285822  -0.695342  2.103643
C  0.360902  -0.114627  1.108719
N  1.369388  -0.859328  0.508701
C  2.689646  -0.126992  0.070569
C  3.310010  0.402768  1.219926
C  4.669370  0.867116  1.211554
C  5.210426  1.117550  0.012616
C  4.555138  0.499577  -1.234735
C  3.406869  -0.303183  -1.144072
H  2.932386  -0.408836  -1.887075
H  5.165420  0.407921  -2.207409
F  6.444784  1.404615  0.023071
H  5.166120  1.152366  2.140322
H  2.843582  0.296320  2.360703
C  1.011953  -1.464077  -0.761938
H  1.682098  -2.071153  -1.072343
C  -0.090439  -2.591508  -0.147010
H  -0.645196  -3.103321  -0.663786
H  0.513215  -3.115542  0.684123
H  0.292268  -0.932626  -1.275321
H  0.843982  0.791837  1.575318
H  -0.081617  0.622652  0.350895
H  0.053915  -1.847674  2.409290
C  -3.368560  -1.018701  1.026047
O  -3.173090  0.154398  1.281621
C  -2.903723  0.884788  0.104574
C  -3.183309  0.588259  -1.307680
C  -3.030498  1.297753  -2.464093
C  -2.515745  2.656013  -2.131541
C  -2.303203  2.946487  -0.893536
C  -2.505612  2.167260  0.210780
Cl  -2.082771  2.982979  1.847451
H  -1.894433  4.083386  -0.876315
H  -2.397399  3.289588  -2.730260
H  -3.222259  1.001853  -3.315673
H  -3.655526  -0.400270  -1.335671
H  -4.287006  -1.406951  0.713035
H  -3.633134  -1.468067  2.326432

Cartesian forces (eV/Å) of the 3 atoms listed first:
-0.215 -1.772 -1.601
-2.359 4.428 3.523
-4.860 -3.359 -4.390

Entry 3:
C18H18ClFeO7 | ωB97M-V/def2-TZVPD

Its molar mass is 437.6 g mol⁻¹. As for the charge: -2. As for the frontier orbital gap (alpha / beta): 4.588 / 6.551 eV. Its multiplicity is 6.

Atoms and positions in Å:
Fe  -0.341228  -0.322018  -0.178949
O  4.925598  1.620239  3.403157
C  3.877397  1.294729  2.821020
C  3.700681  0.805901  1.466033
O  4.554113  0.589750  0.580956
C  2.208177  0.584816  1.292574
C  1.565260  0.909772  2.476896
O  0.156736  0.811190  2.551452
C  2.467204  1.398337  3.470888
O  2.207296  1.858247  4.576916
O  1.633124  0.223349  0.211629
C  0.914650  1.923793  -2.648214
C  0.133239  0.636387  -2.943827
C  1.129450  -0.519333  -3.120214
C  -0.666075  0.820625  -4.240880
O  -0.767448  0.369079  -1.919698
H  1.559440  2.202818  -3.488130
H  1.535871  1.786151  -1.760804
H  0.203801  2.734809  -2.464586
H  0.583015  -1.436134  -3.360965
H  1.684815  -0.670829  -2.191423
H  1.847817  -0.315220  -3.921227
H  -0.011753  1.019433  -5.096304
H  -1.360947  1.655998  -4.121741
H  -1.249065  -0.082300  -4.439153
C  0.105825  2.938683  1.368453
C  -0.473135  1.592764  1.677829
O  -1.474057  1.158471  1.123213
H  -0.704953  3.590749  1.049099
H  0.800005  2.813150  0.534382
H  0.649065  3.348078  2.217519
Cl  -0.179671  -3.118449  2.973318
C  -1.597999  -2.779593  2.009585
C  -2.810281  -2.674875  2.664669
C  -3.973416  -2.387290  1.963860
C  -3.882365  -2.221088  0.585988
C  -2.672056  -2.343706  -0.063678
C  -1.444790  -2.587969  0.618231
C  -0.181099  -2.490137  -0.067064
H  -2.826021  -2.809676  3.739241
H  -4.920996  -2.281895  2.476599
H  -4.772875  -1.987611  0.012562
H  -2.616012  -2.182046  -1.135362
H  -0.228140  -2.647047  -1.141900
H  0.711807  -2.830104  0.438050

Cartesian forces (eV/Å) of the 3 atoms listed first:
0.366 -0.050 -0.548
0.017 0.008 0.106
-0.068 0.014 -0.169

Entry 4:
C18H18ClO5Zr | ωB97M-V/def2-TZVPD

Its molar mass is 441.0 g mol⁻¹. As for the charge: +1. As for the frontier orbital gap: 5.037 eV. Its multiplicity is 1.

Atoms and positions in Å:
C  -3.701190  0.225193  1.583432
C  -2.914307  1.425841  1.472559
C  -2.801892  1.749665  0.081491
H  -2.603734  2.045170  2.301397
C  -3.563116  0.775904  -0.663569
C  -4.081231  -0.189997  0.264529
H  -4.728048  -1.031937  0.034532
H  -4.021045  -0.228102  2.507853
H  -2.343529  2.653044  -0.310875
H  -3.775217  0.809814  -1.730097
C  2.459717  0.464286  3.054032
C  1.147401  0.752984  3.310653
C  0.286438  -0.481354  3.092597
H  0.682426  1.693498  3.582182
C  1.347111  -1.540125  2.833188
C  2.584497  -0.961416  2.755062
H  3.532162  -1.449433  2.520777
H  3.302406  1.155955  3.070504
H  -0.344122  -0.698564  3.956103
H  1.060821  -2.573028  2.654120
Zr  -1.688364  -0.346523  0.450033
O  -0.376326  0.092813  -1.301518
C  0.506005  1.178549  -1.503213
C  0.546814  0.627926  -2.868989
H  0.009873  2.150058  -1.409891
H  1.462578  1.107153  -0.986685
H  -0.314360  0.790387  -3.520091
H  0.318254  -0.789230  -5.072365
C  1.316894  -0.873062  -4.634896
C  1.553945  -0.241211  -3.383332
C  2.827793  -0.446557  -2.769169
H  3.000142  -0.035720  -1.771378
C  3.824426  -1.140023  -3.449194
H  4.813080  -1.228663  -3.000495
C  3.574904  -1.729382  -4.694983
H  4.366463  -2.268322  -5.214435
C  2.310182  -1.587519  -5.282788
H  2.107921  -2.041588  -6.249963
O  -3.671910  1.721152  4.390117
Cl  -2.868742  0.585020  4.954427
O  -1.397807  0.900321  4.811096
O  -3.146549  -0.688789  4.165585
O  -0.600764  -0.334189  1.971654

Cartesian forces (eV/Å) of the 3 atoms listed first:
-0.307 1.089 -0.910
-1.259 -0.452 -0.562
-1.043 -0.626 0.081

Entry 5:
C18H18F5IO19 | ωB97M-V/def2-TZVPD

Its molar mass is 760.2 g mol⁻¹. The SMILES is O=C1O[C@@H](O)[C@H](I)O1.O=C1OC[C@@H](F)O1.O=C1OC[C@@H](F)O1.O=C1OC[C@@H](F)O1.O=C1OC[C@@H](F)O1.O=C1OC[C@@H](F)O1. As for the frontier orbital gap: 9.584 eV. Its multiplicity is 1.

Atoms and positions in Å:
O  0.426853  0.827856  4.722590
C  0.140752  -0.232399  4.451243
O  0.294808  -0.843356  3.210291
C  0.801872  -2.121716  3.602090
O  2.116848  -1.939308  4.022029
C  -0.266354  -2.461566  4.663648
I  -2.174308  -2.817384  3.694838
O  -0.389594  -1.192957  5.303413
H  0.753003  -2.778436  2.726203
H  2.215456  -2.118149  4.968344
H  0.115445  -3.272733  5.292832
C  3.443710  0.808566  2.067535
C  4.332426  0.440162  0.912660
O  5.502566  1.199847  1.166317
C  5.572776  1.350786  2.521048
O  6.546131  1.701118  3.105497
O  4.392072  1.045738  3.112035
F  3.800510  0.835355  -0.269062
H  2.874478  1.721009  1.881069
H  2.754143  0.011716  2.336894
H  4.589605  -0.619667  0.859199
C  -2.257363  -1.389168  -0.618645
C  -1.819181  -2.271824  -1.747212
O  -1.055555  -3.269389  -1.086196
C  -1.574260  -3.378814  0.169563
O  -1.357390  -4.287908  0.903687
O  -2.374685  -2.318081  0.467755
F  -1.013876  -1.607207  -2.611636
H  -1.512689  -0.630403  -0.365462
H  -3.204214  -0.898777  -0.819791
H  -2.637392  -2.739359  -2.295378
C  -5.802963  2.517796  -1.908644
C  -5.230163  2.653262  -3.293451
O  -4.235532  1.643822  -3.317502
C  -4.657695  0.671043  -2.465873
O  -4.214768  -0.432130  -2.434637
O  -5.653661  1.117449  -1.660466
F  -4.638502  3.857657  -3.468617
H  -5.233803  3.081532  -1.167478
H  -6.847353  2.816920  -1.853496
H  -5.946226  2.478530  -4.098926
C  -3.824712  -5.269056  -5.739596
C  -4.183129  -4.635295  -4.422890
O  -4.165147  -3.253972  -4.723601
C  -4.489652  -3.144426  -6.047961
O  -4.825544  -2.139514  -6.574558
O  -4.383404  -4.347040  -6.676685
F  -3.244228  -4.889208  -3.476237
H  -2.745190  -5.331428  -5.888993
H  -4.255568  -6.260808  -5.860626
H  -5.167984  -4.912918  -4.041388
C  6.261128  4.739556  2.286683
C  7.410169  5.700444  2.419017
O  6.869410  6.907220  1.911151
C  5.525553  6.859712  2.157367
O  4.801927  7.796460  2.109508
O  5.130706  5.597030  2.471447
F  8.458989  5.330441  1.644009
H  6.213360  4.283022  1.295710
H  6.284568  3.953734  3.035418
H  7.752819  5.856617  3.443918

Cartesian forces (eV/Å) of the 3 atoms listed first:
0.794 4.765 1.284
-1.478 -5.101 -1.692
0.831 0.566 0.584

Total energy, record by record: -3014.21908 -1516.26260 -2947.32031 -1579.57330 -2923.33702 hartree